Computed, not measured: a molecular structure, C35H44ClN2O5PPdSi4, with wB97M-V/def2-TZVPD.

Summary:
HOMO-LUMO gap: 0.1955 Ha
Energy above the lowest of the compared OMol25 structures with the same formula, charge and spin: 74.8 kcal/mol
Lowest unoccupied orbital energy: -2.42 eV

Each line ends with the Mulliken charge.
CARTESIAN COORDINATES (ANGSTROEM)
Pd 0.8608 -0.6035 1.0888  0.22
O -4.7916 -3.6856 3.8869  -0.70
C -3.9733 -2.9798 4.4864  0.04
O -3.8949 -2.6076 5.6719  -0.68
C -2.8300 -2.4623 3.6388  0.46
C -1.5140 -2.7049 4.0481  -1.09
C -0.4770 -2.2051 3.3126  -0.90
N -0.6733 -1.4807 2.1948  1.32
C -1.9258 -1.2303 1.7814  -0.46
C -3.0140 -1.7161 2.4781  -0.24
C -2.0611 -0.3486 0.5438  0.24
O -3.1726 0.0002 0.1927  -0.66
O -0.9405 -0.0631 -0.0115  -0.30
H -1.3337 -3.2581 4.9604  0.45
H 0.5515 -2.3714 3.5957  0.36
H -4.0040 -1.4929 2.1052  0.64
Cl 1.7947 0.9367 -0.9119  0.46
C 2.2130 1.6999 -2.4672  0.41
C 3.4744 2.2552 -2.5633  -0.83
C 3.8172 2.9142 -3.7338  -0.58
C 2.8913 3.0045 -4.7645  -0.95
C 1.6373 2.4272 -4.6333  -0.25
C 1.2607 1.7499 -3.4727  0.01
P -0.3590 0.8998 -3.2151  0.23
C -1.2461 2.1765 -2.2507  1.10
C -2.5387 1.8404 -1.8495  -0.96
C -3.3301 2.7653 -1.1872  -0.45
C -2.8407 4.0360 -0.9169  -0.64
C -1.5492 4.3713 -1.2946  -0.75
C -0.7523 3.4432 -1.9522  -0.25
C -1.0936 1.1385 -4.8777  -0.14
C -0.8206 0.1470 -5.8192  -0.11
C -1.2691 0.2647 -7.1261  -0.66
C -2.0098 1.3754 -7.5049  -0.44
C -2.3080 2.3571 -6.5700  -0.78
C -1.8517 2.2408 -5.2646  -0.08
H 4.1675 2.1813 -1.7365  0.41
H 4.8006 3.3524 -3.8358  0.40
H 3.1456 3.5271 -5.6767  0.41
H 0.9312 2.4934 -5.4513  0.34
H -2.9207 0.8454 -2.0391  0.26
H -4.3298 2.4877 -0.8793  0.44
H -3.4601 4.7600 -0.4035  0.39
H -1.1577 5.3565 -1.0758  0.43
H 0.2531 3.7234 -2.2429  0.37
H -0.2521 -0.7268 -5.5206  0.39
H -1.0466 -0.5120 -7.8460  0.40
H -2.3653 1.4695 -8.5227  0.39
H -2.8937 3.2203 -6.8587  0.41
H -2.0850 3.0156 -4.5446  0.38
C -1.5933 0.6236 5.1911  -1.01
Si 0.2528 0.8253 5.1132  0.79
C 1.1222 -0.5513 6.0260  -1.04
C 0.7537 2.4847 5.7941  -1.22
Si 0.9222 0.8679 2.8208  -0.86
Si 3.3634 0.8659 2.3247  0.64
C 4.3422 -0.1109 1.0522  -0.65
C 3.5826 2.6742 1.9301  -1.20
C 3.9960 0.4585 4.0317  -1.30
Si 1.8455 -2.7261 0.9637  1.27
C 2.8037 -2.8506 -0.6224  -1.26
C 2.9565 -3.0523 2.4221  -1.19
C 0.5088 -4.0094 0.9603  -1.24
H -1.9713 1.0411 6.1274  0.48
H -1.8934 -0.4207 5.1566  0.19
H -2.1070 1.1359 4.3741  0.34
H 0.6843 -0.6306 7.0241  0.48
H 2.1902 -0.3710 6.1436  0.35
H 0.9925 -1.5150 5.5378  0.26
H 0.6343 2.4477 6.8794  0.44
H 0.1135 3.2785 5.4065  0.32
H 1.7880 2.7566 5.5753  0.31
H 3.7426 -0.6134 0.3013  -0.37
H 4.9718 -0.8574 1.5372  0.46
H 4.9951 0.5859 0.5219  0.59
H 2.9687 2.9720 1.0806  0.26
H 4.6315 2.8497 1.6751  0.40
H 3.3235 3.3135 2.7740  0.31
H 3.7637 -0.5679 4.3183  0.29
H 3.5781 1.1247 4.7885  0.29
H 5.0832 0.5770 4.0473  0.51
H 3.8206 -2.4763 -0.5240  0.40
H 2.3387 -2.3483 -1.4724  0.33
H 2.8323 -3.9223 -0.8358  0.44
H 3.8432 -2.4242 2.4397  0.21
H 3.2793 -4.0956 2.3440  0.52
H 2.4397 -2.9351 3.3750  0.26
H -0.2788 -3.8101 0.2317  0.29
H 0.0342 -4.1188 1.9312  0.30
H 0.9953 -4.9529 0.6949  0.53
O -0.6075 4.4802 2.1193  -0.48
C -0.0322 3.4859 2.2581  1.04
N 0.6337 2.4916 2.4043  0.04